Entry 1:
Density functional theory data (wB97M-V/def2-TZVPD) for 6 unconnected molecules or ions with the total composition C41H72FO24P5 in a non-equilibrium geometry.

Its strongest force on any atom is 7.19 eV/A. For the energy above the lowest of the compared OMol25 structures with the same formula, charge and spin, the calculation gives 0.0 kcal/mol. Its LUMO energy is -0.801 eV. Its SMILES is CCC(=O)OCCc1c(Cc2cccc(C)c2)ccc2c1C(=O)C([C@@H](F)CC)=CC2=O.COP(=O)(OC)OC.COP(=O)(OC)OC.COP(=O)(OC)OC.COP(=O)(OC)OC.COP(=O)(OC)OC.

CARTESIAN COORDINATES (ANGSTROEM)
P -1.0207 9.6105 0.5080
P 5.8629 -10.4695 -1.2681
P 0.0777 6.8113 -5.5791
P -5.2335 1.4491 4.5753
P 0.7827 -0.6214 4.8356
F -5.5775 -0.8665 -1.6333
O -0.6164 5.5234 -6.2409
O 2.3665 -0.6395 4.5880
O 0.5074 2.5965 -3.3747
O -1.2046 10.4867 -0.8401
O 0.9261 -0.2611 6.4028
O -5.5544 2.2918 5.9195
O -6.1188 0.2123 5.0698
O 7.2848 -10.0014 -1.3367
O -3.7624 1.2212 4.6104
O 0.5213 0.0718 3.4007
O 0.4295 9.6196 0.8030
O -1.3265 7.5784 -5.4537
O -0.4110 1.1310 -1.9348
O 0.9812 7.3945 -6.5962
O -3.1863 -5.5122 -3.5680
O -5.5766 1.1712 3.0080
O 6.1066 -11.7302 -0.2491
O -1.5605 8.2691 -0.1735
O -2.7941 -0.8518 -2.1264
O -1.7650 9.2551 1.9013
O 4.9583 -9.6227 -0.2702
O 0.6067 7.3509 -4.1460
O 5.2977 -9.7121 -2.6066
O 0.1357 -1.9514 4.7787
C -4.1156 -2.7566 -1.6278
C -6.3544 -2.7509 -0.3680
C -0.1135 3.6225 -0.2739
C -2.8207 -2.0317 -1.8660
C 4.1698 -3.5188 0.2935
C 0.3710 -0.0523 -1.7439
C 3.5894 -4.2451 -1.8965
C 5.5206 -9.2355 0.9858
C -5.4959 3.7305 5.8351
C 6.3555 -4.0971 1.3911
C 3.2565 -3.5311 -0.7515
C -0.3027 -0.9993 -0.7451
C -3.0479 -4.6730 -2.7079
C -1.6051 -2.8930 -1.7715
C -0.6317 -5.0539 -2.1105
C 0.7106 -3.2890 -1.1586
C 4.7844 -4.9353 -1.9437
C 0.3813 2.2065 -2.2458
C 1.9877 -2.7242 -0.5704
C 5.6926 -4.9162 -0.9008
C -1.3291 9.0014 -5.5042
C -5.7965 -1.0687 4.5445
C 3.1370 -1.6732 5.1956
C -7.4017 -1.7894 0.1884
C -0.6343 11.8086 -0.8632
C 1.0097 2.8816 -1.0552
C 5.3355 -10.4398 -3.8480
C 1.9967 7.1312 -3.8374
C -0.4049 -2.4332 -1.2461
C -5.1660 -1.9674 -0.8974
C -1.7187 -4.2206 -2.1969
C -4.2140 -4.0148 -2.0401
C 7.1209 -12.6831 -0.5988
C 5.3873 -4.1796 0.2393
C -2.1268 10.3552 2.7590
C -0.7673 7.6678 -1.1967
C -0.2634 -0.3408 7.2144
C 0.5671 -4.6024 -1.5820
C 0.0685 4.2569 -6.0684
C -4.8239 1.8976 2.0177
C -0.6751 0.8705 3.2611
H 2.1921 -1.7262 -0.9593
H 2.9148 -4.2619 -2.7406
H -0.5992 2.9177 0.3955
H 1.8200 3.5435 -1.3435
H -5.1144 -4.5949 -1.8867
H -1.5614 0.2454 3.3810
H 8.0907 -12.3063 -0.2822
H 4.8777 -9.8145 -4.6091
H -1.1136 7.9919 -2.1765
H 1.3926 -5.2919 -1.4961
H -0.7215 -6.0748 -2.4577
H -4.6676 -1.5662 -0.0041
H 3.9523 -1.9167 4.5168
H -4.7646 -1.1150 4.1945
H 0.2057 4.0334 -5.0157
H -2.6595 9.9454 3.6119
H 7.1395 -12.8805 -1.6684
H 6.3695 -10.6508 -4.1281
H 5.8666 -4.2135 2.3554
H -0.5468 3.4809 -6.5127
H -5.9299 -1.8423 5.2969
H -3.8703 1.3992 1.8534
H 0.4772 -0.5714 -2.6985
H 2.3390 6.1585 -4.1858
H -7.7550 -1.1337 -0.6038
H 6.9002 -13.6084 -0.0704
H 2.5960 7.9152 -4.2958
H 6.6071 -9.1660 0.9384
H -1.2986 -0.6546 -0.4877
H 2.1074 7.1800 -2.7559
H -5.3983 1.8883 1.0943
H -1.1410 0.0218 6.6826
H -1.3158 9.4131 -4.4932
H 0.2323 -1.0439 0.2062
H 3.9236 -2.9631 1.1932
H 5.0498 -5.5218 -2.8147
H -1.2311 10.8724 3.1083
H -6.1839 4.1085 5.0785
H -0.6950 1.6796 3.9908
H 4.7731 -11.3713 -3.7779
H -6.8042 -3.4098 -1.1096
H 7.1481 -4.8330 1.2626
H 1.8133 -2.5884 0.5008
H -2.7821 11.0577 2.2423
H -4.6502 2.9290 2.3175
H -2.2475 9.3102 -5.9993
H -5.9720 -3.3311 0.4749
H 5.2316 -9.9511 1.7547
H -0.6705 1.2998 2.2624
H -0.4761 9.3812 -6.0670
H -0.8468 3.9971 -0.9857
H -0.8911 6.5889 -1.1204
H -4.4788 4.0539 5.6060
H 3.5547 -1.3221 6.1394
H -7.0324 -1.2302 1.0471
H -0.1021 0.2752 8.0959
H 0.4220 11.7407 -1.1149
H -8.2666 -2.3640 0.5235
H 2.5376 -2.5675 5.3681
H 0.3394 4.4301 0.2944
H 6.8577 -3.1270 1.3615
H -5.7896 4.1276 6.8020
H 1.0366 4.2832 -6.5728
H 0.2894 7.9108 -1.0821
H 1.4169 2.1288 -0.3782
H 1.3686 0.1920 -1.3720
H 6.6430 -5.4315 -0.9326
H 5.1203 -8.2577 1.2457
H -6.4759 -1.2372 3.7084
H -0.7489 12.3152 0.0932
H -1.1525 12.3783 -1.6310
H -0.4221 -1.3732 7.5186

Entry 2:
Density functional theory data (wB97M-V/def2-TZVPD) for a molecular structure, C41H72I2N10O13PS in a non-equilibrium geometry.

Its strongest force on any atom is 8.19 eV/A. Its LUMO energy is 1.466 eV. As for the net charge: -1.

CARTESIAN COORDINATES (ANGSTROEM)
I 1.5273 -7.8146 3.0905
I -7.1852 -7.7167 1.8958
S -1.7192 -3.0020 0.3045
P -4.4029 -1.9746 2.7109
O 5.6620 0.9665 -4.2741
O 3.9863 7.5310 -0.4586
O -7.3466 1.9714 6.2127
O 1.6216 -1.3399 0.5923
O -4.3626 -1.2039 0.6021
O 6.0132 8.3327 -5.7848
O -1.6066 -1.9247 6.6337
O -1.3482 -7.2024 -2.8986
O -7.6797 -3.6137 0.7475
O -1.2803 -8.4112 -3.3796
O 1.1766 -1.9401 2.9348
O 11.1419 8.4038 -9.2704
O -2.9103 -1.0908 2.7222
N -5.1217 1.5629 5.7227
N -0.3632 -0.9054 8.2988
N 3.9311 8.8348 -4.9072
N 4.1880 0.5150 -2.5475
N -4.6671 -2.4167 4.4558
N 5.8232 6.2214 -0.9770
N -4.8121 0.3319 -1.0703
N 9.0598 8.9059 -8.3928
N -9.8307 -4.1530 0.0841
N -2.0204 -5.9464 -0.9631
C -6.4626 1.2481 5.7714
C 4.6440 0.4375 -3.8459
C 4.5799 6.7686 -1.2108
C 0.7923 -0.9609 9.1695
C 7.6319 8.6677 -8.4196
C 2.5032 8.5967 -4.9340
C 2.0808 -6.4600 0.3084
C 6.4588 5.3253 -1.9200
C -0.2597 -4.2375 0.2922
C -4.1362 0.6494 5.1835
C 9.9274 8.2507 -9.2399
C -3.1349 -5.6380 0.0086
C 3.1988 -7.6820 0.3106
C 6.5177 6.5520 0.2503
C -0.6433 -5.7170 -0.3890
C -4.4869 -0.0493 0.2137
C -9.9556 -5.2256 1.0495
C -5.5805 -6.2490 1.4546
C -4.3678 -6.6674 0.4226
C -5.0332 -0.6898 -2.0728
C -8.6576 -3.4312 0.0335
C -5.5364 -4.7358 2.1430
C -3.1762 -4.1528 0.7496
C 2.4407 -4.9617 0.9412
C 2.9706 -0.1415 -2.1194
C 2.7156 -8.7472 1.5059
C -4.9401 1.7231 -1.4504
C 4.9491 1.2768 -1.5788
C 0.5908 -6.8258 -0.3603
C -0.6496 -1.9080 7.3973
C 4.4623 9.7923 -3.9590
C -4.6820 2.8478 6.2262
C 1.2066 -3.8556 0.9173
C -4.3078 -3.6487 1.8159
C -1.2447 0.2411 8.3793
C 4.7987 8.1796 -5.7543
C -10.9443 -3.8737 -0.7980
C 1.3574 -2.3019 1.5181
C 9.5911 9.8633 -7.4446
C -2.1735 -7.2830 -1.6472
C 4.0710 -9.4268 2.2121
H 3.2127 -0.8516 -1.3236
H 3.4958 -4.6843 1.3876
H -6.6866 0.2485 5.3632
H -3.7504 -2.8410 4.7916
H -0.8908 0.9482 9.1345
H 2.2762 0.6136 -1.7399
H -10.9358 -5.7037 0.9711
H -9.8248 -4.8161 2.0555
H 5.1778 9.2856 -3.3045
H -3.5987 2.9537 6.1216
H 6.6657 7.6351 0.2949
H 2.1027 -9.6573 1.0505
H -11.8179 -3.6140 -0.1933
H 2.4999 -0.6777 -2.9481
H -4.9601 2.9310 7.2811
H 0.4533 -0.9332 10.2091
H -4.2199 1.9406 -2.2441
H 3.7802 -10.1828 3.0797
H -3.6326 1.1300 4.3401
H 6.6421 4.3659 -1.4277
H 7.3706 7.9255 -9.1790
H -5.3444 -3.2119 4.4946
H 0.4127 -7.9009 -0.7973
H 7.3155 8.3039 -7.4380
H -2.2511 -0.1011 8.6379
H 5.9563 0.8555 -1.5066
H -9.1697 -5.9640 0.8649
H 4.4663 1.2468 -0.5982
H -1.9124 -8.2142 -0.9876
H 1.3668 -1.8764 9.0036
H -4.7476 2.3831 -0.6001
H 7.1208 9.6080 -8.6458
H 3.2853 -8.2406 -0.7185
H -3.4059 0.4162 5.9637
H 1.4295 -0.0954 8.9671
H 5.8264 5.1636 -2.7973
H 4.2899 7.4750 -6.4330
H -4.6042 -0.2778 4.8413
H 3.9904 -0.1655 -4.4978
H -6.3807 -4.4436 2.9063
H -5.8532 -1.3367 -1.7471
H -4.3409 0.8060 0.8942
H -4.1261 -1.2937 -2.1717
H 9.4187 7.5461 -9.9186
H -5.1855 3.6411 5.6656
H -0.5625 -8.9113 -2.8558
H 2.2419 7.8544 -5.6934
H 5.0246 2.3132 -1.9208
H 2.1868 8.2329 -3.9524
H -4.4276 -7.7381 -0.0639
H 7.4860 6.0460 0.2945
H 4.2154 -7.2228 0.6717
H 4.6127 -10.0894 1.3849
H 7.4093 5.7629 -2.2382
H 4.1423 6.4513 -2.1720
H -8.6698 -2.6408 -0.7353
H -5.2815 -0.2378 -3.0370
H -2.1055 -1.6697 2.8652
H 4.9842 10.5830 -4.5061
H 4.7951 -8.5659 2.5908
H -10.7145 -3.0437 -1.4718
H 3.6590 10.2282 -3.3589
H 10.3066 9.3567 -6.7901
H 0.0842 -2.7307 7.4191
H -3.2935 -7.3861 -2.0467
H -1.2799 0.7324 7.4023
H 10.1129 10.6541 -7.9917
H -11.1594 -4.7678 -1.3900
H 1.9921 9.5369 -5.1602
H 8.7877 10.2992 -6.8445
H 5.9024 6.2452 1.1013
H -5.9557 1.8974 -1.8173

Entry 3:
Density functional theory data (wB97M-V/def2-TZVPD) for 4 unconnected molecules or ions with the total composition C41H74Cl2IN2O16P3S in a non-equilibrium geometry.

Its strongest force on any atom is 5.55 eV/A. Its LUMO energy is -0.667 eV. Its SMILES is CCOCCc1c(Cl)c(CCCCOC(C)=O)c2nc(C[C@H](C)Cl)c(CC(=O)I)nc2c1S.CCOP(=O)(OCC)OCC.CCOP(=O)(OCC)OCC.CCOP(=O)(OCC)OCC.

CARTESIAN COORDINATES (ANGSTROEM)
I -2.8974 3.9256 -1.9422
Cl -2.0575 -4.3476 1.0207
Cl -4.4095 2.1484 4.2589
S -0.2855 0.5870 -0.5858
P 2.3291 0.3286 -5.5270
P -2.5674 -3.7260 8.1405
P 8.5937 4.3400 -6.9010
O 9.1244 5.6168 -6.1129
O -4.1233 -3.8174 8.5838
O -8.3707 -3.8340 5.1009
O 2.9364 1.7810 -5.7534
O 3.1972 -0.3672 -6.7085
O -2.5040 -4.0110 6.6937
O -5.6799 3.7685 -0.9999
O 2.2704 -2.5856 0.8494
O 0.9004 0.5442 -6.2645
O -1.8979 -4.0018 9.5599
O 9.1074 3.2682 -5.7932
O 9.7810 4.2130 -7.9968
O 7.4037 3.6674 -7.4581
O 2.1619 -0.7782 -4.5637
O -8.6638 -2.6611 3.2405
O -2.3204 -2.1204 8.1867
N -4.8288 -0.1796 1.7294
N -2.8624 1.4579 0.5086
C 3.9794 2.1401 -6.6844
C -2.0566 -1.3608 7.0096
C -2.2362 -2.1535 11.1416
C -0.0001 -2.5130 -0.1623
C -4.9717 1.1135 1.6259
C -7.7790 -2.4687 2.1249
C 8.4043 2.0590 -5.5131
C 2.6531 -0.6604 2.3561
C -4.5717 3.7024 -0.5817
C -3.3435 -0.8732 6.3809
C -6.9756 2.9421 4.3227
C -6.2484 1.6857 2.2081
C -4.1846 3.4217 0.8582
C -4.1999 -6.0792 9.5493
C -1.4966 -0.4822 0.1739
C 9.6738 6.4302 -9.0571
C -1.2659 -1.8305 0.2860
C 2.6426 -2.6806 -7.2023
C -4.5386 -2.9310 1.9862
C -8.0524 -2.8828 4.4379
C 0.9033 -2.8112 1.0759
C -1.2510 -3.0328 10.4049
C 9.7320 5.6257 -4.8070
C -4.7773 -5.0932 8.5517
C 0.0210 2.4465 -4.9755
C 2.6602 -1.2266 0.9435
C -7.0001 -1.9186 4.9512
C -6.9328 -3.6860 1.7949
C 3.6592 -1.7140 -6.6310
C 11.1688 5.1555 -4.8305
C -5.6724 -3.2939 1.0089
C -3.6701 -0.7038 1.2388
C -2.2967 -2.6282 0.8737
C -2.7010 0.1179 0.6499
C 9.6568 4.9238 -9.2349
C 8.8694 0.9279 -6.4065
C -6.1127 1.8382 3.7308
C -3.4660 -2.1063 1.3412
C 3.4886 2.2241 -8.1109
C -3.9780 1.9207 0.9967
C -0.1946 1.0346 -5.4856
H -2.9936 -1.7280 10.4889
H -0.6780 -3.6099 11.1313
H -0.8718 2.7914 -4.4558
H 2.1022 -0.5896 0.2519
H -1.4489 -0.5078 7.3197
H 7.3282 2.2115 -5.5837
H 9.7036 6.6640 -4.4753
H -6.4354 -1.4294 4.1608
H 0.8101 -3.8688 1.3191
H 4.5781 -1.7562 -7.2200
H -6.4731 3.9027 4.1883
H 4.3400 2.3367 -8.7823
H 9.6613 6.9264 -10.0279
H 2.5732 -2.5615 -8.2849
H -7.9509 3.0157 3.8411
H 11.5296 5.0283 -3.8093
H -5.8731 -2.4531 0.3407
H -6.5497 2.6030 1.7099
H 4.3311 3.1245 -6.3759
H 9.1249 5.0625 -4.1019
H 0.5520 -1.9166 -0.8826
H -7.1652 -1.5810 2.3054
H -0.3730 0.3505 -4.6499
H -6.3061 -2.4747 5.5760
H -6.5992 -4.2220 2.6890
H 10.5621 6.7451 -8.5098
H -4.2046 -5.6596 10.5551
H -1.7035 -1.3411 11.6373
H -6.3705 0.8950 4.2061
H 11.8003 5.8924 -5.3302
H 1.6474 -2.5025 -6.7961
H 8.6181 1.8159 -4.4702
H 3.5028 -0.9932 2.9512
H 0.5007 -2.2582 1.9306
H 10.4989 4.6144 -9.8520
H 2.8330 3.0882 -8.2351
H 8.8041 6.7746 -8.4925
H 4.8272 1.4670 -6.5798
H -4.8974 3.8268 1.5690
H 0.2469 3.1283 -5.7949
H -7.0798 2.8198 5.3996
H 3.6934 -1.1921 0.5906
H -6.9999 0.9179 2.0202
H -7.5214 -1.1955 5.5807
H 1.7423 -0.8830 2.9127
H -0.3527 0.1886 -1.8669
H -3.2330 3.9167 1.0480
H 2.9311 -3.7106 -6.9887
H -3.8074 -0.1088 7.0073
H -7.5449 -4.3987 1.2399
H 2.9139 1.3526 -8.4135
H -5.8256 -4.9064 8.7796
H 0.8576 2.4939 -4.2736
H -1.4547 -1.9310 6.3040
H 3.9309 -1.9726 -5.6089
H -3.1563 -0.4395 5.3972
H -3.1650 -6.3319 9.3065
H -4.1464 -3.8443 2.4266
H -0.2534 -3.4509 -0.6533
H -8.4039 -2.2199 1.2677
H -4.7250 -5.4994 7.5379
H -4.7799 -7.0024 9.5476
H -5.3846 -4.1594 0.4099
H 8.2158 0.0609 -6.2988
H -5.0060 -2.3579 2.7868
H 8.8889 1.2260 -7.4545
H -2.7663 -2.7320 11.9004
H -4.0680 -1.6812 6.2753
H 11.2989 4.2193 -5.3664
H 8.7399 4.6086 -9.7409
H -0.5278 -2.4541 9.8348
H 2.7191 0.4292 2.2954
H -1.0713 1.0041 -6.1309
H 9.8839 0.6268 -6.1401

Number 3 is which compound?
C41H74Cl2IN2O16P3S

Among the records above, which one has the lowest strongest force on any atom?
C41H74Cl2IN2O16P3S